Entry from OMol25: a molecular structure, C14H15Cl4IrN5O6P2 in a non-equilibrium geometry (ωB97M-V with the def2-TZVPD basis set).

The value obtained for the LUMO energy (spin up / spin down) is -3.110 / -5.569 eV. Its total charge is +1. The spin multiplicity is 5. For the electronic energy, the calculation gives -3895.4243 hartree. The frontier orbital gap (spin up / spin down) comes out at 8.85 / 6.38 eV.

Geometry as XYZ:
```
47
C14H15Cl4IrN5O6P2 ωB97M-V with the def2-TZVPD basis set
O 3.7603 -0.4263 -2.3956
H 1.9531 2.6863 -3.1954
N 4.7290 2.4039 -0.8895
P 2.0251 1.8564 -1.1935
N 1.1504 -2.4574 0.8249
C -1.5167 -2.0662 -2.1416
N -0.6898 -1.4579 -1.2309
C -6.2504 -0.1579 0.2412
O 5.7460 -0.0698 -0.8493
Ir 1.5804 -1.6012 -1.1678
C 3.5235 1.5749 1.1095
H -3.7101 -2.0806 -2.3012
C 1.2937 -2.1997 1.9324
N -2.7588 -0.9705 -0.6980
H 2.7778 0.8649 1.4587
H -7.2507 -0.2878 -0.1470
H 4.4710 1.3429 1.6008
Cl 3.2162 -1.7202 3.6281
H 4.4881 2.7446 -1.8250
C -3.8769 -0.4615 0.0250
C -1.4563 -0.8128 -0.3803
H 4.8704 3.1955 -0.2659
C -7.1999 0.9399 2.2024
O 3.5247 -1.2563 -0.0582
H 3.1875 2.5741 1.3933
H -5.3385 -1.0955 -1.4294
H 5.5844 1.7862 -0.9394
C 3.6476 1.4716 -0.4020
C -3.6874 0.1876 1.2397
O 1.2226 0.5587 -1.2917
O 2.6324 2.2572 -2.6496
C -6.0616 0.4801 1.4654
H -2.6935 0.3314 1.6400
Cl 0.7643 -3.1146 4.3616
C 1.4762 -1.8706 3.3378
Cl 1.8283 -2.9290 -2.9654
Cl 0.6501 -0.3104 3.5986
H -1.1391 -2.6586 -2.9562
C -2.8022 -1.7759 -1.8180
H -1.0850 -0.2034 0.4253
H -4.6189 1.1630 2.8987
H 4.4855 -0.5326 -3.0286
N -8.1236 1.2971 2.7843
O 1.3378 2.9838 -0.5513
C -5.1643 -0.6208 -0.4760
C -4.7714 0.6577 1.9555
P 4.2687 -0.2201 -0.8763
```

---

Entry from OMol25: C14H15ClN2 in the gas phase in a non-equilibrium geometry (ωB97M-V with the def2-TZVPD basis set).

The value obtained for the LUMO energy is 0.489 eV. The spin multiplicity is 1. For the electronic energy, the calculation gives -1112.0981 hartree. As for the SMILES: Clc1cccc2c1C=C(C[C@H]1CN=CN1)CC2. For the energy above the lowest of the compared OMol25 structures with the same formula, charge and spin, the calculation gives 26.5 kJ/mol. The frontier orbital gap comes out at 8.54 eV.

Geometry as XYZ:
```
32
C14H15ClN2 ωB97M-V with the def2-TZVPD basis set
H -0.5301 2.8622 0.4376
H 1.3741 -0.1380 -1.0926
C -0.4815 -0.1297 1.7802
N 0.1399 2.4875 -0.2733
H 0.2599 0.0305 2.4844
C 1.2309 0.2117 -0.0246
C 2.3471 2.2723 -0.8384
H -1.0061 0.8078 2.0071
C -3.5556 -2.4359 1.8402
C -4.2126 -2.8039 -0.3889
H -3.7408 -2.6800 2.8361
Cl -2.9689 -2.3028 -2.6419
H -0.9366 -1.9390 2.7649
C -3.1618 -2.0559 -0.9499
H -0.5679 3.1833 -2.1488
C -2.4527 -1.6843 1.3873
H 2.0615 -0.2328 0.4462
C 0.3110 2.9965 -1.5880
H -1.9792 -0.6612 3.1850
C -4.3905 -2.9575 0.9122
H 1.6420 2.0384 1.2518
C -2.2058 -1.4695 -0.0638
N 1.5709 2.8633 -1.9664
C 1.3794 1.7927 0.2022
C -0.0464 -0.4005 0.3399
H -4.9953 -3.2972 -0.9915
C -1.4533 -1.1468 2.3535
H 2.9723 1.3875 -1.1502
H 2.9082 3.1661 -0.5621
H -0.6777 -0.9828 -1.5204
C -0.9036 -1.0638 -0.4952
H -5.3164 -3.5894 1.1743
```

---

Entry from OMol25: a molecular structure, C14H15FIN4O6Se4W in a non-equilibrium geometry (ωB97M-V with the def2-TZVPD basis set).

The value obtained for the LUMO energy (spin up / spin down) is -12.224 / -12.222 eV. Its total charge is +3. The spin multiplicity is 1. For the electronic energy, the calculation gives -11282.3754 hartree. For the energy above the lowest of the compared OMol25 structures with the same formula, charge and spin, the calculation gives 245.3 kJ/mol. The frontier orbital gap (spin up / spin down) comes out at 5.48 / 5.48 eV.

Geometry as XYZ:
```
46
C14H15FIN4O6Se4W ωB97M-V with the def2-TZVPD basis set
O 0.5564 -1.4230 -0.8643
H -2.3947 -1.9699 -1.4851
N -1.2798 -0.2661 -2.1333
H 2.5588 -1.0901 4.6157
C 0.7013 -1.7165 -2.2620
O -5.2207 0.5697 -1.7788
O -0.4456 0.5502 2.3663
Se -2.8208 -1.4794 2.7573
H 1.9156 3.3133 -2.3971
F -4.0184 -0.8569 0.1142
O 1.6222 -2.3281 -2.6348
N -3.2256 1.0245 -2.8086
C -0.4415 -1.1114 -2.9990
C 1.5731 -0.6135 2.7781
C -3.2094 -0.1389 -0.7108
Se -2.3237 1.2420 0.3670
C 0.4381 0.1039 3.4217
H -0.1069 -0.5385 4.1169
H 2.6231 -1.1890 -0.2608
I -0.5218 4.2040 -1.7778
H -3.6588 1.6190 -3.5106
H 0.7979 0.9705 3.9786
H -0.8771 1.3746 2.6230
W -0.4924 -0.4061 0.2419
H -0.0466 -0.5116 -3.8179
O -1.2035 1.3588 -3.7672
C -4.0371 0.4964 -1.8104
H 4.5010 -2.1828 0.9434
H 0.6952 2.0273 -2.6878
H 2.2747 2.5038 1.1035
C 1.0527 2.7860 -2.0008
C -2.0532 -0.9903 -1.1460
H -1.0313 -1.9253 -3.4355
N 2.1356 2.8316 0.1598
C 2.6172 -1.2030 0.8167
Se -1.0449 -2.4782 1.5876
H 4.4507 -2.2306 3.4540
C -1.8869 0.7971 -2.9689
Se -4.2372 -2.8763 3.4742
C 3.6770 -1.7572 1.4985
O 0.6563 1.2033 -0.2427
C 2.5946 -1.1556 3.5357
C 3.6534 -1.7667 2.8882
H 2.6439 3.6535 -0.1373
C 1.2906 2.2317 -0.6445
N 1.5488 -0.6565 1.4397
```

---

Entry from OMol25: C14H15FN2O3 in the gas phase (ωB97M-V with the def2-TZVPD basis set).

The value obtained for the LUMO energy is 0.336 eV. The spin multiplicity is 1. For the electronic energy, the calculation gives -977.5861 hartree. As for the SMILES: O=C(O)/C=C/C(=O)N1CCN(c2ccccc2F)CC1. For the energy above the lowest of the compared OMol25 structures with the same formula, charge and spin, the calculation gives 9.6 kJ/mol. The frontier orbital gap comes out at 8.54 eV.

Geometry as XYZ:
```
35
C14H15FN2O3 ωB97M-V with the def2-TZVPD basis set
H -5.1426 2.6238 0.7110
H 3.9282 -0.8555 -0.4705
H 0.4397 0.7645 -0.8970
H -1.4148 -2.4942 -1.0118
H -1.9462 -2.2022 0.6575
N -1.0257 -0.5672 -0.2307
H -0.4921 -0.0042 -2.2013
C -2.1172 0.2626 -0.0180
H -5.5008 0.2087 0.2980
H 5.2188 3.4142 0.1923
C -3.0209 2.4775 0.4738
H -3.6281 -1.2536 -0.1859
O 2.2544 -1.6611 2.0147
C -4.5033 0.6213 0.2816
C -3.4333 -0.2123 0.0162
C 3.2374 -0.4265 0.2459
C 3.3838 0.8432 0.6125
C 2.2169 -1.3358 0.8455
C -1.1566 -1.9958 -0.0640
C -1.9596 1.6341 0.2247
H -2.8199 3.5218 0.6546
C -0.0295 -0.1676 -1.2149
H 0.2595 -3.6180 0.2298
O 5.1778 1.3426 -0.8773
C 1.0526 -1.2497 -1.3267
N 1.2905 -1.8132 -0.0225
O 4.5110 2.8861 0.5935
H 2.7451 1.3200 1.3395
C -4.3085 1.9715 0.5084
H 0.1950 -2.4689 1.5840
C 0.1617 -2.5591 0.4953
H 1.9670 -0.8140 -1.7290
H 0.7312 -2.0576 -1.9914
C 4.4467 1.6780 0.0215
F -0.7183 2.1868 0.2405
```

---

Entry from OMol25: a molecular structure, C14H15FeN3O3S2 in a non-equilibrium geometry (ωB97M-V with the def2-TZVPD basis set).

The value obtained for the LUMO energy (spin up / spin down) is -6.762 / -7.459 eV. Its total charge is +2. The spin multiplicity is 5. For the electronic energy, the calculation gives -2992.0732 hartree. The frontier orbital gap (spin up / spin down) comes out at 7.38 / 6.68 eV.

Geometry as XYZ:
```
38
C14H15FeN3O3S2 ωB97M-V with the def2-TZVPD basis set
N 0.5889 1.2645 2.3803
S -1.2624 -2.9037 4.0744
C -1.3726 -3.1316 1.2202
H 2.5966 1.3760 -4.2183
H -2.8644 -2.2499 -2.3287
H 1.4867 2.7175 0.4097
C -0.6183 -1.4222 4.6584
H -2.4286 -3.4208 1.2699
C -0.2543 -0.5877 3.6116
H 0.4886 1.2076 5.7347
C -1.0180 -2.3382 2.4116
Fe 0.0370 0.0084 0.7957
O 0.7857 1.0213 -0.6539
C 0.8640 1.0333 -1.9086
H 2.5131 3.7219 1.5104
O 1.6135 1.9311 -2.4953
C -1.2091 -1.5736 -3.4614
C 0.3086 0.7027 3.6353
C -0.6075 -0.8631 -2.3655
O -0.8128 -1.0431 -1.1415
H 1.1064 -0.2944 -4.6849
H -0.7629 -4.0433 1.1909
H -0.6995 -1.5315 -4.4286
C 1.5109 3.3096 1.3315
C 0.6400 1.5059 4.7022
C 1.5791 1.6742 -3.9323
H -1.2017 -2.5480 0.3073
H -2.8210 -2.7871 -4.1367
C -2.3663 -2.2518 -3.3020
S 1.3075 2.9996 4.1658
N -0.4818 -1.1277 2.3369
H 0.8106 4.1539 1.2583
C 0.6220 0.5397 -4.1666
H -0.2496 0.8456 -4.7551
N 0.2626 0.1697 -2.7847
H 1.2794 2.6170 -4.4155
C 1.1297 2.4661 2.4846
H -0.5001 -1.1477 5.6901
```

---

Entry from OMol25: C14H15N3OS2 in the gas phase (ωB97M-V with the def2-TZVPD basis set).

The value obtained for the LUMO energy is 0.327 eV. The spin multiplicity is 1. For the electronic energy, the calculation gives -1578.3771 hartree. As for the SMILES: Cc1cccc(NC(=S)NNC(=O)c2csc(C)c2)c1. For the energy above the lowest of the compared OMol25 structures with the same formula, charge and spin, the calculation gives 0.0 kJ/mol. The frontier orbital gap comes out at 8.48 eV.

Geometry as XYZ:
```
35
C14H15N3OS2 ωB97M-V with the def2-TZVPD basis set
H -4.1420 0.8788 1.5113
H -0.8386 -3.7423 -5.0868
O 2.6938 -1.4150 -0.7504
N 0.9237 2.2538 1.6735
N 2.0013 0.1900 1.2902
H -3.1945 4.0564 -0.2272
H 1.1091 3.2398 1.8008
S -1.7879 -2.2202 -2.6146
H 2.9103 -0.2540 1.1606
C 1.5138 -1.1603 -0.6084
C -2.6893 2.3623 0.9858
C -0.4932 -4.1766 -4.1491
H -2.5228 -0.5757 2.6620
C 0.4375 -1.7118 -1.4509
H -1.0098 3.6328 0.6016
C -0.8510 0.6875 2.2578
S 3.4697 2.1274 2.2369
N 1.0800 -0.3014 0.3597
C -3.6879 3.2641 0.3293
H 1.6863 -3.1615 -2.5167
H 0.4780 -4.6367 -4.3115
C -2.1908 0.3406 2.1970
C -0.3874 -3.1342 -3.0961
C 2.0507 1.4894 1.6893
H -4.3251 2.7001 -0.3492
C -0.8755 -1.3320 -1.4674
H -1.2049 -4.9482 -3.8572
C -3.1009 1.1605 1.5570
H -1.3752 -0.5723 -0.8978
H -4.3285 3.7205 1.0837
H 0.1088 -0.2545 0.6430
C 0.7035 -2.7450 -2.3933
C -0.4186 1.8698 1.6560
C -1.3489 2.7066 1.0427
H -0.1504 0.0737 2.8051
```